{
  "formula": "C44H66BCl3F6N10O7PRuS5",
  "method": "the ωB97M-V functional and the def2-TZVPD basis",
  "species": ["Ru", "C", "C", "C", "C", "N", "C", "C", "N", "B", "N", "C", "C", "N", "C", "S", "C", "C", "C", "C", "N", "C", "C", "N", "C", "S", "C", "C", "C", "C", "C", "S", "H", "H", "H", "H", "H", "H", "H", "H", "H", "H", "H", "H", "H", "H", "H", "H", "H", "H", "H", "H", "H", "H", "H", "H", "H", "H", "H", "H", "H", "H", "H", "H", "H", "H", "C", "C", "C", "C", "C", "O", "C", "C", "C", "C", "C", "C", "Cl", "C", "C", "C", "N", "C", "N", "C", "N", "H", "H", "H", "H", "H", "H", "H", "H", "H", "H", "H", "H", "H", "H", "H", "H", "H", "H", "H", "H", "H", "H", "Cl", "C", "Cl", "C", "O", "O", "H", "F", "C", "F", "F", "S", "O", "O", "N", "S", "O", "O", "C", "F", "F", "F", "C", "P", "C", "C", "H", "H", "H", "H", "H", "H", "H", "H", "H"],
  "coordinates": [[0.261, -0.452, 0.937], [-1.080, -1.662, 5.410], [0.308, -1.538, 6.027], [1.027, -2.886, 6.045], [0.158, -1.027, 7.458], [1.166, -0.566, 5.266], [1.815, 0.511, 5.844], [2.637, 1.033, 4.916], [2.510, 0.289, 3.761], [3.643, 0.340, 2.703], [3.558, 1.465, 1.637], [4.731, 1.975, 1.130], [4.424, 3.019, 0.340], [3.045, 3.144, 0.342], [2.532, 2.157, 1.128], [0.872, 1.850, 1.484], [2.307, 4.268, -0.310], [3.309, 5.203, -0.983], [1.545, 5.053, 0.758], [1.369, 3.709, -1.373], [3.964, -1.003, 1.991], [4.936, -1.830, 2.505], [5.250, -2.733, 1.563], [4.463, -2.476, 0.454], [3.645, -1.433, 0.753], [2.393, -0.739, -0.225], [4.800, -3.180, -0.831], [6.232, -2.770, -1.192], [3.892, -2.796, -1.987], [4.721, -4.689, -0.593], [1.574, -0.655, 3.977], [1.031, -1.764, 2.781], [-1.722, -2.196, 6.113], [-1.046, -2.217, 4.480], [-1.502, -0.681, 5.212], [0.427, -3.603, 6.606], [2.002, -2.797, 6.529], [1.164, -3.277, 5.038], [-0.489, -1.720, 7.993], [-0.316, -0.044, 7.486], [1.113, -0.991, 7.984], [1.643, 0.817, 6.857], [3.322, 1.859, 4.984], [4.634, 0.604, 3.339], [5.688, 1.562, 1.397], [5.067, 3.672, -0.215], [4.014, 5.630, -0.269], [2.750, 6.025, -1.427], [3.859, 4.705, -1.784], [2.236, 5.457, 1.499], [0.807, 4.435, 1.267], [1.025, 5.888, 0.285], [1.908, 3.063, -2.069], [0.929, 4.535, -1.934], [0.578, 3.137, -0.900], [5.336, -1.679, 3.491], [5.961, -3.536, 1.581], [6.297, -1.690, -1.338], [6.518, -3.260, -2.123], [6.950, -3.062, -0.426], [3.923, -1.728, -2.194], [2.864, -3.089, -1.805], [4.254, -3.325, -2.870], [5.527, -5.041, 0.052], [4.821, -5.201, -1.550], [3.767, -4.960, -0.150], [-4.723, 3.866, -5.402], [-3.803, 4.096, -4.197], [-4.657, 4.595, -3.024], [-2.811, 5.209, -4.566], [-3.041, 2.768, -3.861], [-2.202, 2.518, -4.982], [-4.011, 1.585, -3.598], [-4.296, 0.669, -4.803], [-3.237, -0.381, -5.038], [-2.341, -0.313, -6.099], [-1.357, -1.277, -6.270], [-1.280, -2.331, -5.375], [-0.043, -3.539, -5.573], [-2.183, -2.445, -4.332], [-3.151, -1.468, -4.173], [-2.136, 3.028, -2.647], [-1.409, 1.852, -2.182], [-1.155, 1.517, -0.923], [-0.300, 0.503, -0.909], [-0.091, 0.224, -2.219], [-0.731, 1.038, -3.025], [-5.161, 4.818, -5.706], [-5.546, 3.191, -5.163], [-4.169, 3.462, -6.248], [-5.270, 5.430, -3.366], [-4.051, 4.969, -2.196], [-5.337, 3.837, -2.634], [-3.360, 6.057, -4.978], [-2.095, 4.869, -5.312], [-2.264, 5.578, -3.696], [-1.646, 1.751, -4.779], [-4.957, 1.991, -3.240], [-3.634, 0.958, -2.784], [-4.443, 1.259, -5.704], [-5.239, 0.153, -4.605], [-2.399, 0.517, -6.792], [-0.656, -1.214, -7.091], [-2.135, -3.289, -3.659], [-3.865, -1.565, -3.362], [-2.691, 3.402, -1.788], [-1.392, 3.770, -2.936], [-1.530, 2.036, -0.050], [0.551, -0.569, -2.566], [-2.476, 2.102, 5.757], [-1.144, 2.496, 4.632], [-0.970, 4.249, 4.453], [-1.382, 1.770, 3.278], [-1.988, 2.368, 2.384], [-0.827, 0.640, 3.252], [-0.235, 2.125, 5.088], [1.021, -5.249, -1.938], [0.204, -4.273, -1.565], [0.484, -3.180, -2.283], [-1.052, -4.633, -1.823], [0.436, -3.897, 0.236], [-0.159, -2.563, 0.320], [1.844, -3.991, 0.449], [-0.320, -4.969, 1.032], [-1.844, -5.412, 0.970], [-2.758, -4.322, 0.774], [-2.021, -6.618, 0.229], [-2.022, -5.896, 2.741], [-1.274, -6.956, 3.025], [-3.301, -6.196, 2.970], [-1.671, -4.895, 3.552], [-3.602, 0.462, 0.985], [-2.222, -0.733, 0.949], [-2.672, -1.852, 2.296], [-2.714, -1.551, -0.611], [-4.513, -0.141, 0.989], [-3.609, 1.077, 0.085], [-3.552, 1.106, 1.858], [-3.607, -2.370, 2.079], [-2.769, -1.246, 3.195], [-1.881, -2.582, 2.443], [-3.727, -1.942, -0.501], [-2.060, -2.363, -0.899], [-2.713, -0.793, -1.398]],
  "lowdin_charge": [0.644, -0.046, -0.526, -0.027, -0.048, 0.026, -0.042, -0.038, 0.048, -0.568, 0.023, -0.040, -0.029, 0.020, -0.597, 0.818, -0.538, -0.053, -0.029, -0.031, 0.029, -0.032, -0.035, 0.021, -0.588, 0.729, -0.528, -0.029, -0.073, -0.022, -0.600, 0.760, 0.098, 0.026, 0.055, 0.094, 0.091, 0.054, 0.093, 0.085, 0.086, 0.116, 0.129, 0.124, 0.128, 0.112, 0.089, 0.092, 0.090, 0.096, 0.044, 0.093, 0.102, 0.091, 0.029, 0.128, 0.122, 0.093, 0.092, 0.077, 0.059, 0.042, 0.097, 0.079, 0.095, 0.070, -0.041, -0.516, -0.041, -0.043, -0.427, -0.021, -0.086, -0.124, -0.231, -0.043, -0.095, -0.663, 0.674, -0.097, -0.043, -0.033, -0.082, -0.218, -0.107, -0.171, 0.158, 0.088, 0.086, 0.090, 0.092, 0.081, 0.080, 0.088, 0.089, 0.079, 0.065, 0.104, 0.100, 0.101, 0.124, 0.119, 0.105, 0.095, 0.114, 0.139, 0.126, 0.115, 0.110, 0.580, -1.004, 0.586, -0.875, -0.088, -0.203, 0.027, 0.156, -0.661, 0.100, 0.131, 0.560, -0.526, -0.283, -0.265, 0.602, -0.286, -0.256, -0.681, 0.148, 0.142, 0.128, -0.222, 0.853, -0.246, -0.244, 0.058, 0.033, 0.033, 0.057, 0.043, 0.001, 0.064, 0.013, 0.016],
  "s_squared": 0.758,
  "homo_energy_ev": [-7.8, -7.8],
  "spin_multiplicity": 2,
  "gap_ev": [7.51, 6.98]
}